Formula: C3H4N2
Source: OMol25
Level of theory: ωB97M-V/def2-TZVPD

Structure (XYZ):
```
9
Properties=species:S:1:pos:R:3:forces:R:3
N -0.251 2.293 0.180 -2.15 -6.00 0.85
C -0.568 1.139 0.400 2.84 4.98 0.03
C -0.509 -0.271 0.797 -1.91 1.99 -1.12
C 0.035 -1.158 -0.019 2.47 -2.43 -1.01
N 0.960 -1.269 -0.996 2.02 4.65 -3.30
H -1.311 -0.740 1.354 0.04 0.66 0.50
H -0.067 -2.175 0.191 -1.25 -1.52 1.32
H 1.336 -2.174 -1.326 -0.76 1.17 0.55
H 1.331 -0.336 -1.575 -1.30 -3.50 2.18
```
Forces are in eV/Å.

SMILES string = N#C/C=C\N
Gap between HOMO and LUMO = 9.5 eV
Lowest unoccupied orbital energy = 0.56 eV
HOMO = -0.3296 hartree
E_tot = -226.15226 Eh

Want to see where the charge sits? The Mulliken charges in e are: N -0.47; C 0.39; C -0.51; C -0.02; N -0.43; H 0.27; H 0.29; H 0.21; H 0.26

Formula: C3H4N2
Source: OMol25
Level of theory: ωB97M-V/def2-TZVPD

Structure (XYZ):
```
9
Properties=species:S:1:pos:R:3:forces:R:3
C 0.123 -0.899 0.548 2.33 3.51 1.90
C -2.187 1.353 -1.231 1.61 -1.49 -1.32
C 0.383 0.300 0.934 0.59 -1.23 -0.32
N 1.272 -0.793 1.513 -0.20 -0.28 0.78
N -1.364 0.702 -1.796 -2.06 1.83 1.51
H -0.320 -1.552 -0.065 -1.63 -2.43 -1.81
H 2.226 -0.888 1.111 -0.90 0.47 -0.55
H 0.308 1.369 0.991 -0.13 -0.09 0.03
H -0.441 0.409 -2.006 0.40 -0.30 -0.23
```
Forces are in eV/Å.

Gap between HOMO and LUMO = 9.4 eV
Lowest unoccupied orbital energy = 0.98 eV
HOMO = -0.3076 hartree
E_tot = -226.02508 Eh

Want to see where the charge sits? The Mulliken charges in e are: C -0.25; C -0.10; C -0.18; N -0.53; N -0.21; H 0.41; H 0.19; H 0.34; H 0.32

Formula: C3H4N2
Source: OMol25
Level of theory: ωB97M-V/def2-TZVPD

Structure (XYZ):
```
9
Properties=species:S:1:pos:R:3:forces:R:3
C 0.724 0.811 0.060 1.32 -0.20 0.15
C 1.036 -0.563 -0.036 0.47 -0.36 -0.02
N -0.030 -1.353 -0.046 -0.27 0.97 0.08
N -1.049 -0.478 0.062 1.68 -1.02 1.74
C -0.599 0.904 0.276 -5.26 -2.95 -3.03
H 1.392 1.648 0.047 0.31 0.04 -0.13
H 2.021 -1.006 -0.108 -0.10 0.04 0.02
H -1.974 -0.860 0.270 0.50 0.37 -0.14
H -1.520 0.897 -0.526 1.34 3.09 1.34
```
Forces are in eV/Å.

SMILES string = c1cn[nH]c1
Gap between HOMO and LUMO = 10.8 eV
Lowest unoccupied orbital energy = 1.10 eV
HOMO = -0.3569 hartree
E_tot = -226.10694 Eh

Want to see where the charge sits? The Mulliken charges in e are: C -0.29; C -0.20; N -0.63; N 0.13; C -0.35; H 0.35; H 0.42; H 0.27; H 0.29

Formula: C3H4N2
Source: OMol25
Level of theory: ωB97M-V/def2-TZVPD

Structure (XYZ):
```
9
Properties=species:S:1:pos:R:3:forces:R:3
C 0.340 -1.233 0.221 1.09 -0.37 0.67
C -0.338 -0.198 -0.284 2.19 -0.10 0.46
N 0.370 0.749 -1.043 0.47 0.83 -1.15
C 0.682 2.096 -1.008 1.53 -0.80 0.55
N 1.728 1.575 -0.497 -2.19 0.43 -0.73
H -0.172 -2.078 0.768 0.76 1.17 -0.79
H 1.495 -1.179 0.141 -2.20 -0.40 0.26
H -1.384 -0.140 -0.274 -1.40 0.29 -0.06
H 0.433 3.076 -1.491 -0.25 -1.05 0.79
```
Forces are in eV/Å.

SMILES string = C=CN1C=N1
Gap between HOMO and LUMO = 9.3 eV
Lowest unoccupied orbital energy = 0.89 eV
HOMO = -0.3097 hartree
E_tot = -226.05093 Eh

Want to see where the charge sits? The Mulliken charges in e are: C -0.63; C 0.04; N -0.31; C 0.14; N -0.35; H 0.24; H 0.22; H 0.35; H 0.29

Formula: C3H4N2
Source: OMol25
Level of theory: ωB97M-V/def2-TZVPD

Structure (XYZ):
```
9
Properties=species:S:1:pos:R:3:forces:R:3
H -2.428 -1.134 0.855 0.46 -0.22 0.11
N -2.036 -0.971 -0.071 -1.07 -0.58 -0.23
C -0.841 -0.640 -0.141 0.73 2.90 -2.41
C 0.257 -0.249 0.669 0.11 0.40 0.01
C 0.994 0.514 -0.171 2.43 -0.19 2.58
N 2.038 0.966 -0.615 -1.00 -0.49 -0.83
H -0.421 0.011 -1.137 -1.91 -2.38 0.45
H 0.338 -0.328 1.743 0.34 0.18 0.06
H 2.098 1.831 -1.132 -0.07 0.38 0.26
```
Forces are in eV/Å.

SMILES string = [H]/N=C\C=C=N
Gap between HOMO and LUMO = 9.4 eV
Lowest unoccupied orbital energy = 0.34 eV
HOMO = -0.3313 hartree
E_tot = -226.09823 Eh

Want to see where the charge sits? The Mulliken charges in e are: H 0.23; N -0.59; C 0.18; C -0.48; C 0.38; N -0.44; H 0.10; H 0.31; H 0.30

Formula: C3H4N2O
Source: OMol25
Level of theory: ωB97M-V/def2-TZVPD

Structure (XYZ):
```
10
Properties=species:S:1:pos:R:3:forces:R:3
O 2.138 0.767 -0.105 -0.50 0.92 -0.02
C 0.933 0.219 -0.040 -0.90 0.34 0.02
N 0.011 1.150 -0.044 -0.73 -0.13 0.03
C -1.186 0.513 0.022 -0.43 -0.34 0.03
C -0.980 -0.828 0.066 -0.26 -0.17 0.02
N 0.414 -1.019 0.026 0.06 0.16 -0.01
H 1.546 1.664 -0.120 2.79 -0.63 -0.07
H -2.101 1.084 0.031 -0.08 -0.29 0.02
H -1.674 -1.646 0.124 0.07 -0.14 0.00
H 0.899 -1.904 0.041 -0.03 0.27 -0.01
```
Forces are in eV/Å.

SMILES string = Oc1ncc[nH]1
Gap between HOMO and LUMO = 9.2 eV
Lowest unoccupied orbital energy = 0.82 eV
HOMO = -0.3077 hartree
E_tot = -301.43634 Eh

Want to see where the charge sits? The Mulliken charges in e are: O -0.55; C 0.21; N -0.54; C -0.26; C -0.34; N -0.04; H 0.55; H 0.39; H 0.38; H 0.20

Formula: C3H4N2O
Source: OMol25
Level of theory: ωB97M-V/def2-TZVPD

Structure (XYZ):
```
10
Properties=species:S:1:pos:R:3:forces:R:3
O -0.302 -0.772 1.964 -0.33 0.18 0.04
C -0.014 -0.246 0.780 0.25 -0.11 0.06
N -0.891 -0.427 -0.383 0.04 -0.48 0.10
N -0.912 0.806 -1.211 0.05 0.40 -0.03
C 0.300 0.077 -1.106 0.15 -0.14 -0.43
C 1.062 0.272 0.188 0.03 -0.31 0.07
H -1.152 -1.229 1.881 -0.02 0.10 0.09
H -0.874 1.643 -0.627 0.05 -0.12 0.21
H 0.683 -0.500 -1.939 -0.13 0.18 -0.07
H 2.099 0.377 0.452 -0.08 0.30 -0.04
```
Forces are in eV/Å.

Gap between HOMO and LUMO = 9.6 eV
Lowest unoccupied orbital energy = 0.82 eV
HOMO = -0.3226 hartree
E_tot = -301.32015 Eh

Want to see where the charge sits? The Mulliken charges in e are: O -0.47; C 0.41; N -0.41; N -0.38; C 0.08; C -0.56; H 0.36; H 0.31; H 0.33; H 0.33

Formula: C3H4N2O
Source: OMol25
Level of theory: ωB97M-V/def2-TZVPD

Structure (XYZ):
```
10
Properties=species:S:1:pos:R:3:forces:R:3
N -0.202 -2.804 -0.389 -0.41 1.27 -0.06
C -0.515 -1.690 -0.424 0.55 -0.83 0.01
C -0.909 -0.263 -0.470 0.42 0.37 -0.21
N 0.231 0.680 -0.275 0.95 0.65 0.49
C 0.905 0.861 0.882 1.61 1.13 0.72
O 0.835 0.446 1.999 -0.45 -0.21 -0.25
H -1.677 -0.115 0.310 0.58 0.19 -0.21
H -1.406 -0.080 -1.427 0.26 0.11 0.11
H 1.007 1.324 -0.689 -3.07 -1.87 -2.48
H 1.730 1.642 0.482 -0.43 -0.81 1.87
```
Forces are in eV/Å.

SMILES string = N#CCNC=O
Gap between HOMO and LUMO = 11.2 eV
Lowest unoccupied orbital energy = 0.52 eV
HOMO = -0.3922 hartree
E_tot = -301.39510 Eh

Want to see where the charge sits? The Mulliken charges in e are: N -0.35; C 0.25; C -0.32; N -0.14; C 0.08; O -0.50; H 0.24; H 0.30; H 0.29; H 0.14